No. 1
Computed, not measured: a single C4H7N molecule in a non-equilibrium geometry, with ωB97M-V/def2-TZVPD.

Output
- relative energy (zero: lowest compared OMol25 entry of this formula, charge and spin) (kJ/mol) = 275.9
- structure (SMILES) = C=N/C=C/C
- Kohn-Sham gap (eV) = 8.8414
- HOMO energy (eV) = -8.22
- E_tot (eV) = -5748.5569

Last column: Mulliken charge in e.
Geometry (Å):
C 2.244 0.014 0.006  -0.957
C 0.878 0.456 -0.112  -0.182
N -1.604 0.466 0.153  -0.406
H 2.412 -0.974 0.564  0.303
H 2.580 0.156 -1.012  0.282
H 0.653 1.531 -0.346  0.308
H -2.820 -1.137 -0.049  0.203
C -0.441 -0.255 0.077  -0.153
C -2.726 -0.086 0.153  -0.278
H 2.684 0.764 0.571  0.303
H -0.225 -1.312 -0.028  0.297
H -3.634 0.377 0.023  0.280

No. 2
Computed, not measured: a molecular structure, C4H13N3O in a non-equilibrium geometry, with ωB97M-V/def2-TZVPD.

Output
- relative energy (zero: lowest compared OMol25 entry of this formula, charge and spin) (kJ/mol) = 440.6
- Kohn-Sham gap (eV) = 8.4621
- HOMO energy (eV) = -7.94
- E_tot (eV) = -10873.1113

Last column: Mulliken charge in e.
Geometry (Å):
O 2.044 0.344 -0.780  -0.706
H -1.782 -1.255 1.365  0.345
C -0.746 -1.722 -0.964  -0.921
H 2.836 -0.945 0.579  0.336
H -1.701 -1.900 -1.463  0.346
H -1.566 0.521 1.412  0.357
N 2.167 0.750 1.564  -0.540
C -1.785 -0.338 0.778  -1.157
H -0.598 2.579 -1.493  0.276
H -0.551 -2.524 -0.252  0.336
C -0.992 1.810 -0.849  -0.383
C 2.066 -0.172 0.470  -0.189
N -0.527 0.599 -1.086  -0.573
H 3.098 1.133 1.658  0.226
H 0.895 0.525 -1.154  0.410
H 1.507 1.509 1.442  0.203
N -0.746 -0.450 -0.240  0.465
H 0.877 -0.642 0.536  0.197
H -1.801 2.057 -0.173  0.278
H -2.771 -0.188 0.327  0.366
H 0.075 -1.690 -1.676  0.326

No. 3
Computed, not measured: a single C4H7NOS molecule in a non-equilibrium geometry, with ωB97M-V/def2-TZVPD.

Output
- relative energy (zero: lowest compared OMol25 entry of this formula, charge and spin) (kJ/mol) = 232.7
- structure (SMILES) = C=C(/C=N\S)CO
- Kohn-Sham gap (eV) = 9.4348
- HOMO energy (eV) = -8.79
- E_tot (eV) = -18632.1377

Last column: Mulliken charge in e.
Geometry (Å):
H 0.175 -2.379 -2.838  0.157
C -0.212 1.510 0.434  -0.615
S -0.336 -1.580 -1.916  -0.108
O -0.745 1.897 -0.787  -0.509
H -1.565 1.431 -0.931  0.326
N 1.195 -1.103 -1.376  -0.452
C 1.211 -0.418 -0.290  0.015
H -0.907 1.777 1.266  0.330
H 2.151 -0.002 0.073  0.358
H 0.686 2.009 0.600  0.327
C -0.435 -0.825 1.464  -0.796
C 0.113 0.044 0.541  0.415
H -0.266 -1.906 1.493  0.266
H -1.067 -0.456 2.268  0.285

No. 4
Computed, not measured: 3 unconnected molecules or ions with the total composition C6H12O2 in a non-equilibrium geometry, with ωB97M-V/def2-TZVPD.

Output
- relative energy (zero: lowest compared OMol25 entry of this formula, charge and spin) (kJ/mol) = 275.7
- structure (SMILES) = C=CC(=C)C=C.O.O
- Kohn-Sham gap (eV) = 8.9509
- HOMO energy (eV) = -8.73
- E_tot (eV) = -10509.4498

Last column: Mulliken charge in e.
Geometry (Å):
H 1.070 2.379 -0.430  0.193
C 1.387 -0.093 0.113  -0.317
C 0.100 0.458 -0.396  1.622
H -2.181 -0.895 2.588  0.307
H -0.909 3.795 -0.634  0.251
C -0.992 2.720 -0.527  -0.836
H -2.005 2.340 -0.452  0.202
H 1.804 -1.912 -2.126  0.330
H 0.716 -1.983 0.902  0.172
C 1.514 -1.283 0.685  -0.802
H 0.336 -2.030 -2.283  0.320
C 0.078 1.941 -0.475  -0.264
H -0.998 -1.362 -0.493  0.341
O -1.784 -0.028 2.721  -0.622
C -0.996 -0.284 -0.558  -1.229
H 2.464 -1.679 1.027  0.275
O 1.121 -2.601 -2.233  -0.646
H 2.260 0.544 0.028  0.233
H -1.039 -0.211 3.315  0.306
H -1.947 0.183 -0.772  0.165

No. 5
Computed, not measured: a molecular structure, C39H60ClGeHgN6O7P3S, with ωB97M-V/def2-TZVPD.

Output
- Kohn-Sham gap (eV) = 6.6502
- HOMO energy (eV) = -2.47
- E_tot (eV) = -176599.0013
- net charge = -2

Last column: Mulliken charge in e.
Geometry (Å):
H -6.682 0.985 -0.768  0.528
C -0.195 -0.873 -4.321  0.441
H 5.682 -0.336 -2.711  0.438
H -5.051 0.461 -1.204  -0.031
N 2.192 0.669 2.495  -0.042
C 0.284 4.279 -3.329  -1.555
C -5.620 1.090 -0.523  -1.295
H -6.207 1.348 2.880  0.391
H 0.029 5.100 -2.655  0.284
H -1.374 0.238 3.258  0.155
H -0.793 2.043 0.044  -0.818
H 4.271 -0.867 -3.622  0.268
N 0.008 -2.587 2.817  -0.255
H 5.828 -0.821 -0.168  0.419
H 1.662 -1.050 -5.425  0.489
C -4.194 1.005 -3.888  -0.222
H 5.336 -2.055 -2.872  0.320
H -1.072 3.359 -1.058  0.802
H 4.568 -4.022 -2.348  0.239
C -5.396 -3.067 -1.960  -0.806
C -4.096 3.295 -3.252  -1.109
C -1.586 -0.725 -4.512  0.028
O 2.705 0.051 1.549  -0.310
H -5.536 -3.877 -3.950  0.360
H -7.285 1.580 1.500  0.470
H 1.956 2.702 -4.784  0.523
C 4.080 -1.009 -1.430  0.849
C -4.712 -2.233 -1.090  -0.579
H -4.990 -2.222 -0.046  0.423
H -4.710 0.166 -4.337  0.448
H -6.214 -3.664 -1.574  0.379
O 0.955 0.785 2.411  -0.377
C 0.006 -0.938 -6.752  -0.856
O -2.555 -3.898 -0.247  -0.633
H -4.516 4.295 -3.237  0.335
O -0.769 -3.974 4.804  -0.599
H 2.127 -4.020 0.510  0.210
H -0.231 3.652 1.408  0.246
Hg 0.576 -0.562 0.431  2.766
H -4.431 2.465 3.676  0.387
H 3.848 -4.075 0.120  0.212
C 2.848 -4.318 -0.250  -1.415
H 0.505 4.989 -0.563  0.108
C 4.876 -1.076 -2.738  -1.603
H 2.783 -5.403 -0.372  0.446
H 5.304 -2.488 -0.417  0.291
H -1.811 -0.743 -7.895  0.394
C -2.290 -0.262 3.585  -1.740
H 3.357 4.272 0.286  0.283
C 1.225 4.308 -0.094  0.557
N -2.775 -0.698 -0.792  1.522
H 0.648 -1.016 -7.623  0.380
S 0.232 -3.885 3.705  0.140
C -3.540 0.514 3.169  0.705
C -2.147 -0.664 -5.770  -0.298
C 0.777 4.064 1.347  -1.509
C -1.361 -0.787 -6.912  -1.239
P -3.560 0.898 1.339  -0.149
H 1.550 -3.898 -1.882  0.186
O -1.024 -2.776 -1.739  -0.714
C 3.528 -4.125 -2.668  -1.709
H -3.454 -1.571 1.023  0.836
C -0.586 2.387 -0.977  -0.943
P 1.242 2.721 -1.081  0.429
H -2.676 2.386 3.804  0.283
N -2.357 -0.542 -3.301  1.498
C 0.587 -0.972 -5.494  -0.883
C 2.605 4.963 -0.104  -1.578
H 3.411 -3.600 -3.619  0.324
O -0.542 -4.963 -0.956  -0.740
N 0.303 -0.883 -3.058  0.822
H 0.782 5.011 1.897  0.474
H 2.607 5.852 0.534  0.454
H -1.907 -0.792 1.096  -1.584
H -4.425 -0.091 3.401  0.536
C -3.598 1.822 3.964  -1.588
H -0.607 3.670 -3.485  0.227
H 2.328 -0.432 -3.322  -0.182
O 0.846 -2.457 1.838  -0.320
C -5.025 -3.187 -3.290  -1.235
C -6.242 1.632 1.828  -1.806
H 4.402 -1.426 0.683  0.376
C 2.570 -3.630 -1.588  0.695
H -5.327 2.125 -0.716  0.311
H -3.212 -0.500 -5.866  0.414
P 2.401 -1.805 -1.340  0.395
H 3.346 -5.188 -2.852  0.467
C -5.377 0.736 0.942  0.865
Ge -0.932 -0.509 -1.576  -1.223
N -1.118 1.453 -1.956  1.437
H 1.441 3.368 1.857  0.260
C -4.768 2.270 -3.900  -1.281
H -5.666 -0.307 1.117  0.178
H -2.258 -1.276 3.196  0.385
H 2.634 1.747 -3.458  0.263
C 4.949 -1.466 -0.258  -1.691
C -2.295 1.792 -2.567  0.536
H -5.924 2.676 1.747  0.346
C -2.899 3.069 -2.594  -0.195
H 0.550 4.715 -4.297  0.509
C 1.752 2.298 -3.788  -1.379
H -2.443 3.903 -2.082  0.349
H 2.329 4.047 -2.726  0.548
C -3.344 -1.531 -2.919  -0.459
C -2.981 0.784 -3.268  0.014
C -3.620 -1.480 -1.536  0.026
C 1.706 -1.262 -2.973  -1.372
H -5.723 2.438 -4.380  0.348
H 2.914 5.271 -1.104  0.364
H -3.681 -2.462 -4.809  0.500
H 3.816 0.041 -1.248  -0.026
H 1.897 -2.090 -3.667  0.827
H -2.241 -0.336 4.675  0.531
C -2.904 -0.703 0.649  -0.289
C -3.984 -2.397 -3.773  0.066
Cl -1.132 -3.696 -0.510  1.355
H 0.922 1.593 -3.861  0.138
H -3.680 1.612 5.035  0.432
C 1.432 3.423 -2.805  0.395

No. 6
Computed, not measured: a molecular structure, C5H8O2 in a non-equilibrium geometry, with ωB97M-V/def2-TZVPD.

Output
- relative energy (zero: lowest compared OMol25 entry of this formula, charge and spin) (kJ/mol) = 402.2
- Kohn-Sham gap (eV) = 10.0410
- HOMO energy (eV) = -9.00
- E_tot (eV) = -9405.6638

Last column: Mulliken charge in e.
Geometry (Å):
C 0.333 -0.059 0.409  0.284
H -2.556 0.292 1.011  0.378
H -0.993 -1.919 -0.067  0.353
H -1.266 0.694 -1.805  0.195
C -1.708 -0.007 -1.102  -0.655
H 1.052 -0.462 1.278  0.314
H 1.857 1.297 -0.454  0.226
O -0.549 1.055 0.729  -0.438
O 2.595 -0.183 0.947  -0.580
C 1.671 0.249 -0.214  -0.520
C -0.848 -0.849 -0.170  -0.319
C -1.687 0.278 0.358  -0.078
H 2.761 0.548 1.569  0.312
H 1.950 -0.430 -1.024  0.270
H -2.612 -0.503 -1.465  0.258

No. 7
Computed, not measured: a single C17H20N4O4 molecule in a non-equilibrium geometry, with ωB97M-V/def2-TZVPD.

Output
- relative energy (zero: lowest compared OMol25 entry of this formula, charge and spin) (kJ/mol) = 438.8
- structure (SMILES) = COCCCNc1ccc([N+](=O)[O-])cc1C(=O)Nc1cccc(C)n1
- Kohn-Sham gap (eV) = 8.1405
- HOMO energy (eV) = -8.33
- E_tot (eV) = -32102.2342

Last column: Mulliken charge in e.
Geometry (Å):
O -2.662 5.506 0.315  -0.645
H 6.694 2.048 0.412  0.319
H 2.406 -1.377 -1.450  0.475
C 0.361 0.430 -0.765  1.009
C 5.900 1.719 1.080  -1.331
O -2.493 -3.820 0.296  -0.309
N -2.297 -0.573 -0.963  -0.265
H 6.359 1.198 1.918  0.308
H -4.670 -2.395 0.631  0.432
C 5.400 -0.371 -0.238  -0.437
C -1.829 3.446 -0.124  -0.695
H -4.236 1.102 -0.282  0.310
C -0.835 1.292 -0.586  0.849
H 0.240 3.158 -0.408  0.585
H -3.856 -0.948 1.258  0.352
N -1.665 4.842 0.091  1.014
H 1.509 1.838 0.196  0.260
H -1.658 -2.111 1.098  0.220
H 4.791 -2.089 -1.367  0.422
H -0.447 -4.070 0.487  0.263
C -0.714 2.654 -0.368  -0.227
H -2.792 -2.979 2.159  0.422
H -1.430 -1.066 -1.175  0.406
O 0.304 -0.689 -1.265  -0.760
H -3.365 -2.251 -1.460  0.514
C -1.387 -4.623 0.612  -0.691
H -3.951 3.503 0.146  0.489
C -3.495 -1.362 -0.842  -1.298
N 1.523 0.949 -0.288  -0.062
C 4.479 -1.169 -0.894  -0.635
H 5.360 2.586 1.449  0.312
N 3.689 1.180 0.308  -0.381
H 6.441 -0.650 -0.184  0.397
C -2.602 -2.680 1.116  -0.465
O -0.536 5.299 0.043  -0.639
C 4.959 0.809 0.357  0.480
C 2.807 0.411 -0.323  0.266
C -2.143 0.710 -0.620  0.257
C -3.749 -1.814 0.604  -0.517
C -3.250 1.535 -0.310  -0.454
H -4.358 -0.805 -1.215  0.373
H -1.443 -4.993 1.643  0.289
C 3.150 -0.784 -0.947  -0.422
C -3.103 2.872 -0.072  -1.035
H -1.407 -5.465 -0.076  0.244

No. 8
Computed, not measured: a single C5H12N2 molecule in a non-equilibrium geometry, with ωB97M-V/def2-TZVPD.

Output
- relative energy (zero: lowest compared OMol25 entry of this formula, charge and spin) (kJ/mol) = 366.9
- Kohn-Sham gap (eV) = 8.8579
- HOMO energy (eV) = -8.11
- E_tot (eV) = -8356.3334

Last column: Mulliken charge in e.
Geometry (Å):
H -1.700 -1.684 -0.517  0.288
H 1.676 1.720 0.944  0.390
H -1.163 -0.670 1.622  0.414
C -1.689 -0.705 -1.012  -0.850
H 0.955 -1.886 0.752  0.317
C 1.284 -0.958 0.320  -0.680
C -0.627 0.264 1.482  -1.842
H -0.017 0.451 2.362  0.452
H 0.292 2.359 0.036  0.370
N 0.577 -1.046 -1.586  -0.643
H -2.001 -0.840 -2.046  0.311
N -0.381 -0.090 -1.037  0.069
H -2.387 -0.035 -0.518  0.342
H -1.351 1.069 1.386  0.397
C 0.277 0.212 0.253  1.417
H 1.598 1.549 -0.815  0.353
C 1.013 1.547 0.100  -1.667
H 1.302 -0.501 -2.053  0.270
H 2.341 -0.758 0.325  0.292